# C59H138CrFN10O13Y

A structure of composition C59H138CrFN10O13Y (wB97M-V/def2-TZVPD, the Open Molecules 2025 dataset).

The geometry in ORCA input format:
```
! RIJCOSX wB97M-V def2-TZVPD def2/J DEFGRID3
* xyz 0 5
Cr -22.7611 -16.4023 17.9124
Y -22.3332 -13.4300 14.9263
C -25.9389 -13.9096 10.9077
C -25.9417 -12.7612 11.9971
C -27.3886 -12.1103 11.6660
C -28.5577 -12.6856 12.3717
C -28.2590 -12.8867 13.8478
C -26.9630 -13.7255 14.2056
N -25.8157 -13.1861 13.4222
O -24.5217 -13.7737 13.7767
C -27.3241 -15.2449 13.9003
C -26.7749 -13.4718 15.7376
C -24.9720 -11.6968 11.6133
H -26.1463 -13.4785 9.9283
H -26.6676 -14.7025 11.0760
H -24.9992 -14.4386 11.0662
H -27.6861 -12.0555 10.6189
H -27.3050 -11.0552 11.9268
H -28.6257 -13.6110 11.7996
H -29.4071 -12.0386 12.1527
H -29.1119 -13.1831 14.4584
H -28.0431 -11.8884 14.2284
H -28.1035 -15.2468 13.1383
H -27.7112 -15.7852 14.7642
H -26.4503 -15.7993 13.5582
H -27.5536 -14.0640 16.2183
H -26.7904 -12.4051 15.9611
H -26.0248 -14.0947 16.2249
H -24.0181 -12.2238 11.5883
H -24.9684 -10.9236 12.3816
H -25.0731 -11.2362 10.6306
C -19.3784 -18.1710 19.6102
C -20.2996 -18.8832 20.6672
C -19.7134 -18.2621 21.9205
C -20.4416 -18.4326 23.2607
C -21.8064 -17.8652 23.0813
C -22.5413 -18.3547 21.7792
N -21.7187 -18.3289 20.5723
O -22.3221 -18.2320 19.2505
C -23.8798 -17.4782 21.6749
C -23.0309 -19.7665 22.1054
C -20.2339 -20.4612 20.7328
H -18.3170 -18.3890 19.7293
H -19.4963 -17.0881 19.6474
H -19.4872 -18.3593 18.5422
H -19.5760 -17.1867 21.8072
H -18.6773 -18.5490 22.0998
H -19.9317 -17.9147 24.0730
H -20.4996 -19.4936 23.5036
H -21.7763 -16.7852 22.9370
H -22.3368 -18.2515 23.9516
H -24.4540 -17.4277 22.6000
H -24.4783 -17.9241 20.8805
H -23.6296 -16.4676 21.3521
H -22.8969 -20.3626 21.2026
H -24.0706 -19.7170 22.4290
H -22.5489 -20.2987 22.9255
H -20.4038 -20.9087 21.7121
H -19.2680 -20.7469 20.3162
H -21.0353 -20.8471 20.1028
C -20.3630 -9.1314 13.8345
C -20.2984 -9.9548 12.4691
C -19.0453 -9.2396 11.8560
C -18.4437 -9.9884 10.6714
C -18.0778 -11.4153 11.1388
C -19.1882 -12.2499 11.7366
N -19.8983 -11.3909 12.7674
O -20.8926 -12.0699 13.4805
C -18.4797 -13.4022 12.4557
C -20.0119 -12.8875 10.5915
C -21.5492 -9.7561 11.6832
H -20.4792 -8.0570 13.6924
H -19.4258 -9.1920 14.3878
H -21.1558 -9.4930 14.4895
H -18.2221 -9.0801 12.5524
H -19.4250 -8.4064 11.2647
H -17.6281 -9.5318 10.1106
H -19.1706 -10.0615 9.8625
H -17.3136 -11.3499 11.9133
H -17.7344 -11.9233 10.2377
H -17.6779 -13.0967 13.1279
H -17.9360 -14.0606 11.7783
H -19.1717 -14.0702 12.9686
H -19.5177 -13.6977 10.0553
H -20.4872 -12.2563 9.8407
H -20.8785 -13.3472 11.0666
H -21.5593 -8.7429 11.2816
H -22.3615 -9.6606 12.4038
H -21.7438 -10.4602 10.8742
C -18.6567 -16.2958 16.1274
C -20.0723 -15.8283 16.0973
O -20.3744 -14.6417 15.6914
O -20.9331 -16.4799 16.7226
H -17.9561 -15.9043 16.8650
H -18.2169 -16.0968 15.1502
H -18.6873 -17.3778 16.2555
F -23.1010 -14.5082 16.8475
C -22.0694 -12.9064 20.2861
C -21.1058 -13.9889 19.7625
C -19.8580 -14.1156 20.6758
O -19.2521 -12.8364 20.8942
C -18.2050 -12.8818 21.8756
N -21.8953 -15.2055 19.7337
H -22.3165 -13.0369 21.3397
H -22.9740 -12.8790 19.6786
H -21.6922 -11.8881 20.1919
H -20.8527 -13.8277 18.7146
H -19.1370 -14.9025 20.4540
H -20.3079 -14.4401 21.6141
H -18.6998 -13.0714 22.8282
H -17.6847 -11.9318 21.9974
H -17.4885 -13.6968 21.7730
H -22.7388 -15.0542 20.2682
H -21.3782 -15.8681 20.2937
C -22.3217 -16.0050 10.9496
C -22.4596 -16.3074 12.4357
C -21.9506 -17.7238 12.6802
O -22.0678 -17.8926 14.0482
C -21.2983 -18.9498 14.6378
N -21.6881 -15.3254 13.1714
H -22.9670 -15.1647 10.6935
H -22.7905 -16.8158 10.3920
H -21.2967 -15.9447 10.5837
H -23.5148 -16.2451 12.7017
H -20.8894 -17.9007 12.5050
H -22.4727 -18.4528 12.0605
H -21.0023 -18.7813 15.6732
H -20.3518 -19.0622 14.1090
H -21.8752 -19.8675 14.5238
H -20.9810 -15.0806 12.4930
H -21.2542 -15.8653 13.9065
C -25.6131 -22.0876 16.8793
C -25.1233 -21.1006 17.9253
C -25.0136 -21.5825 19.3605
O -26.2684 -21.9563 19.8623
C -26.8401 -21.0874 20.8754
N -23.8928 -20.4240 17.5699
H -25.5185 -21.6293 15.8949
H -26.6445 -22.4124 17.0162
H -24.9084 -22.9188 16.9054
H -25.8547 -20.2924 17.9207
H -24.6956 -20.6802 19.8828
H -24.2471 -22.3543 19.4307
H -26.4265 -21.1165 21.8834
H -27.8803 -21.4074 20.9367
H -26.9816 -20.0635 20.5296
H -23.6432 -19.9111 18.4034
H -23.1218 -21.0749 17.6150
C -25.7603 -18.2446 15.4374
C -25.0337 -17.1702 16.3439
C -25.6065 -17.0097 17.7522
O -24.7433 -16.2364 18.5898
C -25.5650 -15.4799 19.4897
N -23.6791 -17.7699 16.5142
H -26.8344 -18.0590 15.4400
H -25.5794 -19.3181 15.4924
H -25.5088 -18.0142 14.4021
H -24.8477 -16.2179 15.8473
H -25.7149 -18.0095 18.1726
H -26.6065 -16.5811 17.6855
H -26.2950 -16.0370 20.0769
H -26.2000 -14.6524 19.1733
H -24.8702 -15.0332 20.2009
H -23.4650 -17.8905 15.5345
H -23.9950 -18.6659 16.8570
C -16.5795 -23.5341 17.2045
C -16.1131 -22.0868 17.4837
C -17.2440 -21.1027 17.6805
O -18.3106 -21.2029 16.7644
C -17.9689 -20.8821 15.3938
N -15.1466 -22.0359 18.5866
H -17.3962 -23.5900 17.9242
H -15.7213 -24.2010 17.2870
H -17.0943 -23.6285 16.2484
H -15.6483 -21.6725 16.5890
H -16.8432 -20.0891 17.6761
H -17.6233 -21.3112 18.6809
H -18.8727 -20.8161 14.7880
H -17.2717 -21.5952 14.9537
H -17.4354 -19.9402 15.2662
H -14.2869 -22.4592 18.2676
H -14.9822 -21.0633 18.8040
C -11.7643 -12.8079 18.5286
C -11.8507 -12.3622 17.0182
C -13.2510 -12.4601 16.2956
O -13.7318 -13.7693 16.3319
C -15.0033 -14.0298 15.6396
N -11.2937 -11.0270 17.0201
H -10.7613 -12.9977 18.9108
H -12.3277 -13.7332 18.6499
H -12.1018 -12.0364 19.2207
H -11.0180 -12.9613 16.6497
H -13.0837 -12.0524 15.2987
H -13.9681 -11.7896 16.7691
H -15.8693 -13.4945 16.0291
H -15.2763 -15.0818 15.7220
H -14.9332 -13.7068 14.6009
H -11.9873 -10.4786 17.5082
H -10.5018 -11.0143 17.6470
C -27.3688 -9.3419 15.9412
O -25.9574 -9.6412 16.0826
C -25.4267 -9.9741 14.8125
C -23.9905 -10.4681 14.9374
N -23.7982 -11.6522 15.8025
C -23.3831 -11.2635 17.1076
C -21.9110 -10.8398 17.2169
O -21.1069 -11.8516 16.5688
C -19.7666 -11.4777 16.5334
H -27.6331 -8.9933 16.9396
H -28.0309 -10.1709 15.6915
H -27.4596 -8.5033 15.2508
H -25.4901 -9.0928 14.1742
H -26.0714 -10.6419 14.2411
H -23.4546 -9.6204 15.3644
H -23.4640 -10.6284 13.9965
H -24.7662 -11.9213 15.6999
H -23.5822 -12.1291 17.7395
H -24.0275 -10.4684 17.4827
H -21.6953 -10.7882 18.2841
H -21.8635 -9.8101 16.8626
H -19.5503 -10.5616 15.9838
H -19.2060 -12.2584 16.0193
H -19.3245 -11.4153 17.5277
*
```

Its HOMO energy (spin up / spin down) is -5.737 / -5.962 eV. The calculation puts the total energy at -137114.869 eV. As for the largest force on an atom: 4.4 eV Å⁻¹. The value obtained for the molecular weight is 1355.710 g/mol. The value obtained for the orbital gap (spin up / spin down) is 0.2228 / 0.2309 Eh.



# C59H148N11O17

A cluster of 11 separate species, C59H148N11O17 in total (wB97M-V/def2-TZVPD, the Open Molecules 2025 dataset).

The geometry in ORCA input format:
```
! RIJCOSX wB97M-V def2-TZVPD def2/J DEFGRID3
* xyz 5 1
C -3.9463 6.7539 -3.9488
C -2.5927 6.9061 -4.5433
N -1.7517 8.1955 -4.1539
C -0.3328 7.9720 -4.7779
C -2.4334 9.4214 -4.9470
C -1.6713 10.7225 -4.7488
C -1.7207 8.4197 -2.6892
C -1.2479 7.1647 -1.8922
O 0.1240 6.9914 -1.9695
C 0.8848 7.9849 -1.2619
H -4.5064 7.6852 -4.0519
H -3.8135 6.4257 -2.9734
H -4.4518 5.9907 -4.5319
H -2.5791 6.9600 -5.6071
H -1.9597 6.1211 -4.2083
H -0.5328 7.8992 -5.8451
H 0.1315 7.0358 -4.4491
H 0.2537 8.8320 -4.4162
H -3.3554 9.4450 -4.5163
H -2.5464 9.0686 -5.9971
H -2.3705 11.4445 -5.1958
H -0.7450 10.8460 -5.3134
H -1.4797 11.0604 -3.7524
H -2.7153 8.7184 -2.4279
H -1.1029 9.2713 -2.4335
H -1.6754 6.1943 -2.1904
H -1.5288 7.3828 -0.8357
H 0.4697 9.0186 -1.2569
H 1.8664 7.9855 -1.7387
H 0.9452 7.6843 -0.2236
C -2.8943 2.6777 0.4590
C -1.9081 1.5383 0.1600
N -0.4308 1.8809 0.3366
C -0.2228 3.0463 -0.6651
C -0.2907 2.3586 1.7615
C -0.8817 1.4788 2.8154
C 0.4506 0.6855 0.1550
C 1.9709 0.9338 0.0072
O 2.4590 1.7547 1.0607
C 3.8965 1.8256 0.9826
H -3.8923 2.2274 0.5073
H -2.9271 3.3830 -0.3456
H -2.7420 3.0941 1.4501
H -1.9159 1.2958 -0.8925
H -2.0469 0.6766 0.7876
H -0.8604 3.8773 -0.4107
H -0.4459 2.7061 -1.6761
H 0.8466 3.3498 -0.6329
H -0.8206 3.2848 1.8139
H 0.7639 2.6460 1.9352
H -0.5502 0.5234 2.7354
H -1.9358 1.6147 2.8681
H -0.4193 1.8924 3.7573
H 0.0452 0.1977 -0.7164
H 0.1471 0.0590 0.9957
H 2.1257 1.4026 -0.9253
H 2.4308 -0.1106 0.0678
H 4.0805 2.3675 0.0348
H 4.4048 0.8635 0.9029
H 4.2185 2.4333 1.8310
C 9.8590 -0.6206 11.3274
C 9.9236 -1.2891 9.9169
N 9.3544 -2.6564 9.8774
C 9.5244 -3.3905 8.5678
C 9.9883 -3.5664 10.8873
C 11.4394 -3.9718 10.7856
C 7.8074 -2.7490 10.1469
C 6.9183 -1.7532 9.3719
O 6.7505 -2.1437 8.0357
C 6.6839 -0.9957 7.1881
H 8.8574 -0.6326 11.7089
H 10.0560 0.4519 11.0706
H 10.6192 -1.0507 11.9586
H 10.9197 -1.3508 9.4090
H 9.5067 -0.6114 9.1475
H 10.5740 -3.5501 8.3331
H 9.1088 -2.8166 7.7034
H 9.0587 -4.3367 8.7537
H 9.4458 -4.5290 10.8608
H 9.8321 -3.1085 11.8728
H 11.6201 -4.6592 11.6487
H 12.0567 -3.0904 10.9655
H 11.7609 -4.5560 9.8992
H 7.6860 -2.6693 11.2167
H 7.5535 -3.7693 9.9064
H 7.2779 -0.7238 9.4992
H 5.9015 -1.7327 9.8852
H 7.6456 -0.4275 7.1948
H 5.9445 -0.2030 7.5226
H 6.5667 -1.2943 6.1769
C -12.5651 3.8032 2.4019
C -12.3005 4.3514 1.0467
N -11.2220 3.6029 0.1603
C -11.6181 2.1923 -0.0248
C -11.0147 4.3677 -1.1463
C -12.2595 4.7984 -1.9307
C -9.9384 3.5232 0.9468
C -8.7663 2.9550 0.2333
O -8.0526 3.9393 -0.5069
C -7.0664 3.2987 -1.3200
H -12.7730 2.7760 2.5507
H -13.4317 4.3337 2.8916
H -11.7147 3.9839 3.0357
H -11.9259 5.3583 1.0417
H -13.1718 4.3168 0.3762
H -12.5138 2.1914 -0.6707
H -11.7286 1.6764 0.9521
H -10.8827 1.6350 -0.6375
H -10.3365 3.7610 -1.7924
H -10.5114 5.3541 -0.9239
H -12.9437 3.9808 -2.1554
H -11.9639 5.1899 -2.9056
H -12.6794 5.6589 -1.4099
H -10.0010 2.8329 1.7849
H -9.7013 4.5369 1.2264
H -9.0448 2.2357 -0.5746
H -8.1681 2.4233 0.9130
H -6.3144 2.9573 -0.6223
H -6.6616 4.0160 -2.0430
H -7.5002 2.4631 -1.9510
C -7.2715 -3.0228 -3.8321
C -6.0392 -2.1144 -3.8686
N -5.6414 -1.6173 -2.4314
C -5.3493 -2.7900 -1.5349
C -4.4222 -0.6731 -2.5511
C -3.3868 -1.2307 -3.5027
C -6.8124 -0.8694 -1.8103
C -6.9435 -0.7243 -0.2600
O -5.9817 0.2033 0.2193
C -5.6095 -0.1268 1.5359
H -7.4153 -3.3894 -4.8608
H -8.1870 -2.4423 -3.5820
H -7.2777 -3.9109 -3.1313
H -6.2214 -1.1898 -4.4476
H -5.1390 -2.6199 -4.2707
H -4.9619 -2.5360 -0.5110
H -4.6844 -3.5027 -1.9825
H -6.3177 -3.2437 -1.3761
H -4.0077 -0.5336 -1.5610
H -4.8069 0.2770 -2.9083
H -3.3686 -2.2902 -3.5748
H -2.4577 -0.9955 -2.9645
H -3.4223 -0.7931 -4.5401
H -7.6564 -1.4841 -2.1116
H -6.8770 0.1142 -2.3067
H -6.9699 -1.7450 0.2240
H -7.9759 -0.3659 -0.0741
H -6.4527 -0.0102 2.1953
H -4.8884 0.5609 1.8700
H -5.2107 -1.1448 1.4999
C 7.5272 -2.8143 -0.5583
C 6.6594 -3.6925 -1.4714
N 7.4072 -4.7309 -2.1830
C 8.1613 -4.1709 -3.3075
C 8.3593 -5.6146 -1.3002
C 7.8621 -6.0733 0.0563
C 6.2791 -5.6343 -2.7278
C 6.8053 -6.7138 -3.6717
O 6.6119 -6.4058 -5.0258
C 7.1246 -7.3085 -5.9841
H 6.8931 -2.2221 0.0704
H 8.1979 -2.1448 -1.1087
H 8.1205 -3.3276 0.1836
H 6.1026 -3.0434 -2.1623
H 5.9602 -4.1912 -0.7968
H 9.0801 -3.7539 -3.0065
H 7.6144 -3.3762 -3.8295
H 8.4095 -4.9441 -4.0688
H 9.2309 -4.9619 -1.1700
H 8.6520 -6.4645 -1.8726
H 7.6940 -5.2502 0.7211
H 8.6496 -6.7064 0.5120
H 6.9520 -6.6423 0.0695
H 5.7298 -4.8805 -3.3245
H 5.6694 -5.9948 -1.9357
H 6.3893 -7.6759 -3.3796
H 7.8791 -6.7943 -3.4334
H 6.5147 -8.2332 -6.1124
H 8.1623 -7.5223 -5.7356
H 7.0156 -6.8616 -6.9978
C -1.3342 -5.8634 -0.1635
C -0.1897 -5.1040 0.5769
N 1.1790 -5.1322 -0.0714
C 1.8774 -6.4234 0.1568
C 1.0365 -4.8855 -1.5878
C 0.5704 -3.4911 -1.9400
C 1.9171 -3.9877 0.5917
C 2.4971 -4.2285 1.9744
O 3.7213 -4.8780 1.7520
C 4.2757 -5.3305 2.9636
H -1.7252 -5.3526 -1.0181
H -2.0931 -6.1355 0.5366
H -0.9949 -6.7963 -0.5776
H -0.1144 -5.5047 1.5899
H -0.4976 -4.0262 0.7494
H 1.3450 -7.2594 -0.2121
H 2.0361 -6.5626 1.2077
H 2.8545 -6.4473 -0.3148
H 0.3013 -5.6277 -1.9279
H 1.9897 -5.1795 -2.0413
H -0.2647 -3.1629 -1.3186
H 0.1242 -3.4493 -2.9262
H 1.3861 -2.7852 -1.9361
H 1.1632 -3.1831 0.6050
H 2.7402 -3.6249 -0.1053
H 1.7548 -4.8311 2.5516
H 2.5489 -3.2485 2.5151
H 4.3379 -4.5793 3.7064
H 5.2835 -5.6282 2.7618
H 3.6218 -6.1106 3.3309
C 1.1924 2.0058 -4.2419
C 0.4509 1.6698 -5.4409
O 0.3699 2.3429 -6.4354
N -0.4437 0.4538 -5.3366
H -1.2425 0.7140 -4.6874
H -0.8786 0.3920 -6.2795
C 0.2725 -0.8021 -5.1209
H 1.7355 2.9106 -4.4196
H 1.8024 1.1591 -3.8670
H 0.3545 2.1216 -3.5416
H -0.4991 -1.5672 -5.0547
H 0.7625 -0.7549 -4.0989
H 0.9002 -0.8832 -5.9618
N -1.9266 -1.8353 0.4149
O -0.7638 -1.8348 0.7695
O -2.1780 -1.9748 -0.7917
O -2.8222 -1.7491 1.2417
N -2.6289 2.9402 -3.3821
O -2.2476 3.8230 -4.1846
O -2.1400 1.7583 -3.4704
O -3.4479 3.1948 -2.5055
N 3.6008 -1.2987 -2.2697
O 2.6106 -0.6244 -2.6692
O 4.4226 -0.7829 -1.5623
O 3.6983 -2.4821 -2.5815
*
```

Its HOMO energy is -15.781 eV. The calculation puts the total energy at -114721.960 eV. As for the largest force on an atom: 4.0 eV Å⁻¹. The value obtained for the molecular weight is 1283.893 g/mol. The value obtained for the orbital gap is 0.3225 Eh.